# 1
{"formula": "C25H50NO10S4", "method": "ωB97M-V with the def2-TZVPD basis set", "symbols": ["C", "C", "C", "C", "C", "C", "C", "O", "N", "C", "C", "O", "H", "H", "H", "H", "H", "H", "H", "H", "H", "H", "H", "H", "H", "H", "H", "H", "H", "H", "C", "C", "C", "S", "O", "O", "C", "H", "H", "H", "H", "H", "H", "H", "H", "C", "C", "C", "S", "O", "O", "C", "H", "H", "H", "H", "H", "H", "H", "H", "C", "C", "C", "S", "O", "O", "C", "H", "H", "H", "H", "H", "H", "H", "H", "C", "C", "C", "S", "O", "O", "C", "H", "H", "H", "H", "H", "H", "H", "H"], "xyz": [[1.70, -3.17, 0.78], [1.69, -4.74, 0.22], [0.16, -5.35, 0.13], [2.60, -4.97, -1.12], [1.86, -4.56, -2.53], [2.65, -5.41, -3.74], [2.08, -2.97, -2.86], [1.23, -2.43, -3.94], [-0.06, -2.75, -3.79], [-0.65, -2.18, -2.52], [-2.31, -2.20, -2.59], [-2.95, -3.20, -1.93], [1.10, -3.20, 1.82], [2.81, -2.77, 0.94], [1.08, -2.45, 0.09], [2.23, -5.37, 1.09], [0.02, -6.04, -0.83], [-0.07, -6.01, 1.08], [-0.68, -4.50, 0.03], [3.59, -4.33, -1.03], [2.84, -6.13, -1.17], [0.76, -4.94, -2.57], [2.05, -5.39, -4.75], [3.76, -5.02, -3.91], [2.74, -6.53, -3.36], [3.20, -2.87, -3.25], [2.05, -2.33, -1.86], [-0.24, -1.09, -2.28], [-0.38, -2.83, -1.55], [-2.92, -1.37, -3.16], [3.78, 0.85, 3.48], [4.94, 0.81, 4.47], [5.22, -0.66, 4.78], [4.72, -1.58, 3.34], [3.60, -2.43, 3.70], [5.90, -2.10, 2.67], [4.10, -0.19, 2.42], [3.65, 1.84, 3.05], [2.84, 0.58, 3.99], [5.82, 1.27, 4.02], [4.71, 1.36, 5.39], [6.28, -0.83, 4.97], [4.63, -1.01, 5.63], [3.24, -0.48, 1.82], [4.91, 0.16, 1.76], [-2.58, 1.10, 0.27], [-2.33, 1.99, 1.48], [-1.61, 1.13, 2.53], [-0.71, -0.12, 1.63], [-1.28, -1.41, 1.95], [0.71, 0.15, 1.73], [-1.27, 0.37, 0.01], [-2.89, 1.68, -0.60], [-3.37, 0.38, 0.49], [-1.68, 2.83, 1.19], [-3.26, 2.40, 1.88], [-0.91, 1.73, 3.12], [-2.32, 0.63, 3.19], [-1.39, -0.52, -0.62], [-0.52, 1.04, -0.42], [-6.99, 2.14, -3.44], [-7.31, 0.97, -2.52], [-6.42, 1.10, -1.29], [-6.08, 2.84, -1.09], [-4.67, 3.06, -1.30], [-6.78, 3.33, 0.08], [-6.96, 3.37, -2.55], [-7.72, 2.24, -4.24], [-6.00, 1.99, -3.90], [-8.36, 1.01, -2.22], [-7.15, 0.01, -3.02], [-6.91, 0.72, -0.39], [-5.46, 0.58, -1.43], [-6.45, 4.22, -3.00], [-7.97, 3.66, -2.24], [2.68, 5.87, 0.28], [2.90, 4.38, 0.51], [1.68, 3.84, 1.25], [0.31, 4.89, 0.79], [-0.13, 5.61, 1.96], [-0.60, 4.14, -0.05], [1.25, 6.00, -0.23], [3.40, 6.29, -0.43], [2.78, 6.41, 1.23], [3.00, 3.87, -0.46], [3.82, 4.19, 1.07], [1.46, 2.81, 0.96], [1.81, 3.90, 2.33], [0.86, 7.02, -0.15], [1.17, 5.66, -1.27]], "lowdin_charge": [-0.112, -0.367, -0.114, -0.177, -0.314, -0.123, -0.209, -0.318, -0.221, -0.298, -0.154, -0.154, 0.092, 0.076, 0.052, 0.124, 0.079, 0.073, 0.085, 0.120, 0.111, 0.119, 0.083, 0.074, 0.064, 0.122, 0.102, 0.100, 0.077, 0.103, -0.226, -0.227, -0.233, 0.660, -0.317, -0.334, -0.231, 0.104, 0.123, 0.116, 0.112, 0.102, 0.105, 0.085, 0.112, -0.216, -0.212, -0.223, 0.663, -0.316, -0.351, -0.220, 0.095, 0.121, 0.073, 0.120, 0.098, 0.104, 0.069, 0.109, -0.228, -0.218, -0.221, 0.670, -0.319, -0.333, -0.241, 0.115, 0.124, 0.117, 0.121, 0.109, 0.105, 0.108, 0.108, -0.228, -0.218, -0.225, 0.674, -0.320, -0.324, -0.236, 0.116, 0.120, 0.124, 0.113, 0.098, 0.107, 0.109, 0.112], "e_homo_ev": -1.841, "charge": -1}

=====

# 2
{"formula": "C25H51AsF6HgO13S6", "method": "ωB97M-V with the def2-TZVPD basis set", "symbols": ["Hg", "C", "O", "H", "H", "H", "As", "F", "F", "F", "F", "F", "F", "C", "C", "C", "S", "O", "O", "C", "H", "H", "H", "H", "H", "H", "H", "H", "C", "C", "C", "S", "O", "O", "C", "H", "H", "H", "H", "H", "H", "H", "H", "C", "C", "C", "S", "O", "O", "C", "H", "H", "H", "H", "H", "H", "H", "H", "C", "C", "C", "S", "O", "O", "C", "H", "H", "H", "H", "H", "H", "H", "H", "C", "C", "C", "S", "O", "O", "C", "H", "H", "H", "H", "H", "H", "H", "H", "C", "C", "C", "S", "O", "O", "C", "H", "H", "H", "H", "H", "H", "H", "H"], "xyz": [[-1.57, -2.86, -2.47], [1.15, -1.90, -3.91], [0.29, -2.98, -3.78], [1.03, -1.01, -3.29], [2.19, -2.22, -3.78], [1.10, -1.51, -4.94], [-0.19, 0.20, -0.32], [0.24, 1.39, -1.53], [-0.43, -1.03, -1.56], [-0.59, -0.94, 0.90], [-0.21, 1.49, 0.90], [-1.90, 0.59, -0.53], [1.51, -0.11, -0.21], [-0.31, 0.90, 4.49], [-0.48, 0.63, 5.96], [-0.96, 1.98, 6.57], [-2.09, 2.66, 5.33], [-1.66, 3.99, 5.00], [-3.44, 2.32, 5.74], [-1.64, 1.47, 4.01], [-0.08, 0.04, 3.87], [0.41, 1.71, 4.31], [0.44, 0.47, 6.52], [-1.23, -0.11, 6.23], [-0.05, 2.56, 6.43], [-1.41, 2.09, 7.55], [-1.75, 1.98, 3.06], [-2.48, 0.77, 3.93], [2.50, -4.38, -1.60], [2.23, -5.85, -1.20], [1.18, -5.87, -0.06], [0.71, -4.10, 0.17], [0.52, -3.83, 1.57], [-0.36, -3.76, -0.75], [2.22, -3.46, -0.45], [1.94, -4.16, -2.52], [3.49, -4.22, -2.03], [3.20, -6.20, -0.87], [1.84, -6.34, -2.09], [1.72, -6.10, 0.85], [0.23, -6.40, -0.16], [3.03, -3.56, 0.27], [2.17, -2.41, -0.73], [-2.89, -4.38, 1.72], [-3.03, -3.23, 2.72], [-3.56, -2.02, 1.92], [-3.97, -2.57, 0.26], [-2.84, -2.43, -0.65], [-5.22, -2.04, -0.19], [-4.06, -4.29, 0.74], [-2.91, -5.32, 2.26], [-1.90, -4.40, 1.26], [-2.05, -3.00, 3.15], [-3.79, -3.37, 3.48], [-2.89, -1.19, 1.68], [-4.51, -1.65, 2.30], [-3.95, -4.95, -0.12], [-4.97, -4.53, 1.29], [6.07, 1.11, -1.65], [4.58, 0.89, -1.60], [4.21, -0.46, -2.17], [5.62, -1.57, -1.76], [6.22, -2.04, -2.98], [5.12, -2.52, -0.79], [6.61, -0.23, -1.07], [6.34, 1.86, -0.91], [6.48, 1.38, -2.62], [4.04, 1.68, -2.14], [4.07, 0.90, -0.63], [4.39, -0.50, -3.25], [3.27, -0.98, -2.00], [7.67, -0.48, -1.05], [6.31, -0.23, -0.02], [0.48, 4.53, 1.57], [1.59, 5.54, 1.31], [0.96, 6.81, 0.69], [-0.73, 6.42, 0.09], [-0.83, 6.58, -1.34], [-1.62, 7.13, 0.98], [-0.58, 4.66, 0.53], [-0.02, 4.77, 2.52], [0.74, 3.50, 1.78], [2.31, 5.18, 0.58], [2.03, 5.81, 2.27], [1.49, 7.24, -0.16], [0.93, 7.67, 1.35], [-0.12, 4.17, -0.34], [-1.58, 4.24, 0.64], [-3.56, 2.72, -3.08], [-2.42, 2.72, -4.11], [-1.95, 1.26, -4.34], [-3.30, 0.16, -3.89], [-2.85, -1.02, -3.18], [-4.17, -0.05, -5.03], [-4.10, 1.33, -2.78], [-4.34, 3.34, -3.54], [-3.31, 3.33, -2.20], [-1.56, 3.37, -3.99], [-2.86, 2.94, -5.09], [-1.32, 1.09, -3.44], [-1.35, 0.94, -5.18], [-3.79, 1.04, -1.77], [-5.16, 1.16, -2.90]], "lowdin_charge": [1.257, -0.304, -0.401, 0.049, 0.060, 0.071, 0.795, -0.251, -0.322, -0.226, -0.265, -0.258, -0.222, -0.215, -0.215, -0.221, 0.671, -0.325, -0.339, -0.227, 0.115, 0.121, 0.113, 0.118, 0.097, 0.106, 0.092, 0.095, -0.243, -0.176, -0.171, 0.699, -0.307, -0.429, -0.232, 0.090, 0.115, 0.116, 0.115, 0.100, 0.101, 0.116, 0.085, -0.229, -0.170, -0.200, 0.706, -0.411, -0.292, -0.204, 0.123, 0.075, 0.117, 0.116, 0.088, 0.109, 0.111, 0.118, -0.186, -0.241, -0.212, 0.682, -0.323, -0.339, -0.220, 0.115, 0.120, 0.122, 0.118, 0.102, 0.065, 0.105, 0.102, -0.256, -0.190, -0.215, 0.681, -0.338, -0.325, -0.238, 0.116, 0.100, 0.112, 0.112, 0.092, 0.096, 0.101, 0.109, -0.190, -0.181, -0.208, 0.700, -0.424, -0.308, -0.197, 0.111, 0.114, 0.118, 0.108, 0.075, 0.114, 0.082, 0.110], "e_homo_ev": -9.001, "charge": 0}

=====

# 3
{"formula": "C25H51Cl6NO20", "method": "ωB97M-V with the def2-TZVPD basis set", "symbols": ["C", "N", "O", "O", "H", "H", "H", "C", "O", "C", "O", "O", "C", "H", "H", "H", "H", "H", "H", "C", "O", "C", "O", "O", "C", "H", "H", "H", "H", "H", "H", "C", "O", "C", "O", "O", "C", "H", "H", "H", "H", "H", "H", "C", "O", "C", "O", "O", "C", "H", "H", "H", "H", "H", "H", "C", "O", "C", "O", "O", "C", "H", "H", "H", "H", "H", "H", "C", "O", "C", "O", "O", "C", "H", "H", "H", "H", "H", "H", "Cl", "C", "C", "Cl", "H", "H", "H", "H", "Cl", "C", "C", "Cl", "H", "H", "H", "H", "Cl", "C", "C", "Cl", "H", "H", "H", "H"], "xyz": [[3.14, -0.70, 5.12], [3.30, -1.63, 3.98], [3.73, -2.74, 4.19], [3.02, -1.20, 2.87], [4.03, -0.84, 5.73], [2.24, -0.89, 5.70], [3.11, 0.33, 4.77], [-1.46, -3.34, 2.43], [-2.25, -2.32, 1.84], [-3.56, -2.39, 1.93], [-4.19, -3.21, 2.55], [-4.10, -1.42, 1.19], [-5.46, -1.54, 0.86], [-1.58, -3.31, 3.50], [-0.43, -3.06, 2.22], [-1.53, -4.34, 1.98], [-5.74, -2.51, 0.45], [-5.65, -0.81, 0.07], [-6.13, -1.33, 1.70], [0.38, -1.17, -4.76], [0.83, 0.05, -5.31], [0.10, 0.49, -6.34], [-0.79, -0.11, -6.87], [0.43, 1.73, -6.69], [1.51, 2.39, -6.05], [0.99, -1.53, -3.93], [0.24, -2.01, -5.45], [-0.57, -0.98, -4.26], [2.45, 1.85, -6.16], [1.29, 2.54, -5.00], [1.64, 3.36, -6.52], [-3.11, -2.13, -3.82], [-3.21, -1.22, -4.90], [-3.69, -1.60, -6.08], [-3.45, -0.94, -7.05], [-4.44, -2.70, -6.01], [-5.05, -3.11, -7.24], [-2.26, -1.82, -3.21], [-2.95, -3.16, -4.13], [-3.99, -2.18, -3.17], [-5.34, -4.15, -7.21], [-4.31, -2.97, -8.03], [-5.88, -2.42, -7.43], [-0.31, 3.30, 4.20], [0.17, 2.65, 5.37], [1.46, 2.82, 5.68], [2.32, 3.22, 4.95], [1.60, 2.41, 6.93], [2.86, 2.54, 7.55], [-1.38, 3.16, 4.09], [0.16, 2.89, 3.31], [-0.05, 4.36, 4.26], [3.09, 3.59, 7.74], [3.70, 2.19, 6.95], [2.85, 1.99, 8.49], [4.38, 3.06, -1.64], [3.65, 1.93, -1.18], [4.33, 0.81, -0.96], [5.52, 0.71, -1.04], [3.45, -0.12, -0.59], [4.05, -1.37, -0.25], [3.67, 3.88, -1.67], [4.78, 2.84, -2.63], [5.23, 3.31, -1.01], [3.32, -2.17, -0.17], [4.58, -1.34, 0.70], [4.69, -1.68, -1.07], [0.42, 6.88, 1.65], [1.09, 5.99, 0.77], [0.41, 5.26, -0.09], [-0.69, 5.51, -0.50], [1.14, 4.20, -0.41], [0.59, 3.33, -1.41], [-0.11, 7.60, 1.01], [1.05, 7.52, 2.27], [-0.26, 6.28, 2.26], [1.29, 2.49, -1.46], [0.59, 3.75, -2.41], [-0.39, 3.04, -1.03], [-4.17, 0.71, 5.32], [-2.51, 0.47, 4.80], [-2.02, -0.93, 5.11], [-0.38, -1.18, 4.47], [-1.87, 1.20, 5.29], [-2.48, 0.63, 3.72], [-2.68, -1.70, 4.72], [-1.98, -1.05, 6.19], [-0.79, 0.81, 1.49], [0.57, -0.16, 0.81], [0.08, -0.99, -0.35], [-0.51, 0.02, -1.69], [0.96, -0.75, 1.63], [1.32, 0.53, 0.46], [-0.77, -1.64, -0.13], [0.90, -1.59, -0.75], [-0.38, -4.57, -4.06], [-0.49, -5.13, -2.38], [0.84, -5.60, -1.83], [1.83, -4.18, -1.33], [-1.28, -5.88, -2.31], [-0.89, -4.36, -1.72], [1.44, -6.16, -2.54], [0.70, -6.24, -0.97]], "lowdin_charge": [0.029, -0.436, 0.086, 0.042, 0.102, 0.072, 0.092, -0.079, -0.040, -0.624, 0.138, 0.000, -0.057, 0.056, 0.075, 0.103, 0.099, 0.096, 0.099, -0.091, -0.013, -0.605, 0.156, 0.017, -0.048, 0.078, 0.078, 0.034, 0.097, 0.086, 0.094, -0.072, 0.013, -0.625, 0.145, -0.018, -0.022, 0.048, 0.066, 0.093, 0.091, 0.095, 0.100, -0.041, -0.020, -0.636, 0.141, 0.004, -0.044, 0.089, 0.067, 0.095, 0.100, 0.090, 0.095, -0.024, -0.016, -0.615, 0.143, -0.010, -0.047, 0.088, 0.101, 0.100, 0.040, 0.093, 0.102, -0.034, -0.001, -0.639, 0.131, -0.004, -0.045, 0.097, 0.092, 0.092, 0.058, 0.098, 0.078, 0.592, -0.698, -0.612, 0.651, 0.049, 0.026, 0.062, 0.077, 0.592, -0.590, -0.627, 0.654, 0.039, 0.058, 0.050, 0.023, 0.613, -0.662, -0.626, 0.584, 0.076, 0.060, 0.066, 0.075], "e_homo_ev": -10.148, "charge": 0, "smiles": "C[N+](=O)[O-].COC(=O)OC.COC(=O)OC.COC(=O)OC.COC(=O)OC.COC(=O)OC.COC(=O)OC.ClCCCl.ClCCCl.ClCCCl", "e_above_lowest_ev": 0.000}

=====

# 4
{"formula": "C25H51KO19", "method": "ωB97M-V with the def2-TZVPD basis set", "symbols": ["K", "C", "O", "H", "H", "H", "C", "C", "O", "C", "O", "O", "C", "H", "H", "H", "H", "H", "H", "H", "H", "C", "C", "O", "C", "O", "O", "C", "H", "H", "H", "H", "H", "H", "H", "H", "C", "C", "O", "C", "O", "O", "C", "H", "H", "H", "H", "H", "H", "H", "H", "C", "C", "O", "C", "O", "O", "C", "H", "H", "H", "H", "H", "H", "H", "H", "C", "C", "O", "C", "O", "O", "C", "H", "H", "H", "H", "H", "H", "H", "H", "C", "C", "O", "C", "O", "O", "C", "H", "H", "H", "H", "H", "H", "H", "H"], "xyz": [[2.61, -3.33, 1.11], [-0.40, -0.69, 0.96], [-0.01, -2.00, 0.82], [-1.39, -0.49, 1.41], [0.33, -0.09, 1.53], [-0.53, -0.11, 0.02], [2.69, 1.20, -0.63], [2.02, 1.35, -1.99], [2.42, 2.58, -2.62], [3.28, 2.51, -3.61], [3.94, 1.55, -3.93], [3.27, 3.73, -4.19], [3.92, 3.85, -5.45], [2.20, 0.36, -0.13], [2.83, 2.11, -0.06], [3.68, 0.74, -0.78], [0.94, 1.46, -1.87], [2.14, 0.46, -2.60], [3.82, 2.98, -6.09], [4.99, 3.96, -5.23], [3.64, 4.79, -5.93], [-4.01, -2.01, 2.00], [-3.56, -2.75, 0.75], [-4.18, -2.12, -0.38], [-4.00, -2.62, -1.59], [-3.51, -3.70, -1.79], [-4.52, -1.80, -2.51], [-4.53, -2.27, -3.84], [-5.09, -1.84, 2.01], [-3.50, -1.05, 2.01], [-3.86, -2.69, 2.84], [-3.91, -3.79, 0.84], [-2.48, -2.86, 0.67], [-3.63, -2.77, -4.20], [-4.61, -1.45, -4.55], [-5.42, -2.89, -3.97], [0.37, 2.27, 1.05], [0.62, 3.64, 1.69], [1.53, 4.40, 0.91], [2.79, 3.99, 0.75], [3.38, 3.15, 1.37], [3.24, 4.63, -0.32], [4.54, 4.34, -0.81], [-0.37, 1.64, 1.53], [1.27, 1.67, 0.92], [0.04, 2.53, 0.04], [1.01, 3.59, 2.72], [-0.28, 4.25, 1.69], [4.49, 3.43, -1.41], [5.35, 4.23, -0.09], [4.89, 5.14, -1.47], [2.65, 0.88, 3.62], [2.95, -0.49, 4.20], [4.14, -0.44, 4.98], [4.45, -1.44, 5.78], [3.76, -2.40, 6.03], [5.64, -1.14, 6.30], [6.13, -1.98, 7.32], [2.37, 0.88, 2.57], [3.53, 1.52, 3.57], [1.84, 1.33, 4.19], [3.05, -1.24, 3.41], [2.14, -0.93, 4.79], [5.64, -2.94, 7.43], [6.15, -1.54, 8.32], [7.19, -2.20, 7.22], [0.42, -1.84, -3.08], [-0.96, -2.45, -3.38], [-0.90, -3.57, -4.22], [-0.60, -4.72, -3.66], [-0.23, -4.90, -2.54], [-0.89, -5.71, -4.52], [-0.49, -7.03, -4.17], [0.38, -1.09, -2.30], [0.80, -1.29, -3.94], [1.17, -2.60, -2.86], [-1.60, -1.71, -3.84], [-1.40, -2.66, -2.40], [-0.82, -7.31, -3.17], [0.60, -7.04, -4.25], [-0.98, -7.65, -4.93], [-2.80, 1.02, -0.28], [-4.29, 1.15, -0.14], [-4.63, 2.31, 0.62], [-5.74, 2.34, 1.31], [-6.65, 1.56, 1.20], [-5.68, 3.34, 2.19], [-6.79, 3.54, 3.04], [-2.36, 1.84, -0.87], [-2.49, 0.14, -0.85], [-2.28, 1.01, 0.68], [-4.71, 0.26, 0.33], [-4.85, 1.21, -1.07], [-6.66, 4.31, 3.80], [-6.99, 2.57, 3.50], [-7.67, 3.84, 2.47]], "lowdin_charge": [0.853, -0.417, -0.467, 0.037, 0.023, 0.035, -0.058, -0.173, 0.037, -0.622, 0.133, -0.006, -0.042, 0.079, 0.035, 0.094, 0.117, 0.107, 0.096, 0.094, 0.092, -0.054, -0.199, 0.025, -0.608, 0.138, 0.008, -0.059, 0.081, 0.059, 0.080, 0.121, 0.113, 0.082, 0.095, 0.102, -0.071, -0.168, 0.045, -0.616, 0.104, 0.026, -0.027, 0.062, 0.014, 0.091, 0.120, 0.127, 0.081, 0.100, 0.099, -0.038, -0.199, 0.049, -0.599, 0.123, 0.024, -0.070, 0.052, 0.085, 0.086, 0.097, 0.129, 0.092, 0.095, 0.091, -0.047, -0.213, 0.062, -0.616, 0.134, -0.013, -0.037, 0.059, 0.076, 0.077, 0.123, 0.111, 0.094, 0.097, 0.093, -0.065, -0.193, 0.051, -0.623, 0.121, 0.003, -0.047, 0.083, 0.075, 0.045, 0.100, 0.133, 0.090, 0.096, 0.097], "e_homo_ev": -6.761, "charge": 0, "e_above_lowest_ev": 2.026}